[1]
ORCA calculation (ωB97M-V/def2-TZVPD) on a molecular structure, C4H5NO.

The calculation puts the HOMO energy at -9.20 eV. For the HOMO-LUMO gap, the calculation gives 10.2 eV.

Atoms and positions in Å:
C1 0.362 -0.524 1.072
O1 0.170 -1.019 2.158
N1 0.199 0.126 -1.103
H1 -0.982 -1.536 -0.300
H2 -0.619 2.107 -0.808
H3 -1.577 0.750 -0.014
C2 0.667 0.684 0.207
C3 -0.624 1.096 -0.418
H4 1.565 1.256 0.175
H5 0.819 -1.806 -0.643
C4 0.020 -1.134 -0.327

Here are the natural (NBO) charges for atoms 1 to 2, given in e:
1 C 0.58
2 O -0.50

***

[2]
ORCA calculation (ωB97M-V/def2-TZVPD) on a molecular structure, C4H5NO.

The calculation puts the HOMO energy (spin up / spin down) at -8.76 / -8.75 eV. For the HOMO-LUMO gap (spin up / spin down), the calculation gives 7.8 / 7.8 eV.

Atoms and positions in Å:
H1 0.286 -1.405 -1.785
O1 0.095 -1.676 0.347
N1 1.572 0.185 2.562
C1 -0.430 0.114 -0.454
H2 0.518 0.149 2.751
C2 0.532 -0.949 -0.799
H3 -1.658 1.793 -0.121
C3 -0.939 1.316 -0.799
H4 1.630 -0.688 -0.803
H5 -0.953 1.870 -1.690
C4 -0.655 -0.710 0.791

Here are the natural (NBO) charges for atoms 1 to 2, given in e:
1 H 0.20
2 O -0.44